(1)
Molecular formula: C6H7O6Pr
Method: DFT, ωB97M-V/def2-TZVPD

Summary:
LUMO level (spin up / spin down): -0.179 / -0.178 hartree
Total charge: +1
Spin multiplicity: 4
Gap between HOMO and LUMO (spin up / spin down): 6.367 / 9.411 eV
E_HOMO (spin up / spin down): -11.250 / -14.247 eV

XYZ file:
```
20
C6H7O6Pr, DFT ωB97M-V/def2-TZVPD
O 0.07 0.18 1.60
O -1.85 -0.77 0.75
C -2.66 0.36 0.47
C -1.98 0.96 -0.75
O -0.60 0.67 -0.51
C -0.51 -0.40 0.56
H -3.68 0.01 0.27
H -2.67 1.06 1.32
H -2.12 2.04 -0.84
H -2.30 0.47 -1.68
Pr 1.09 1.87 0.62
O 2.86 1.75 0.04
O 2.43 -0.37 0.17
C 1.65 -1.28 -0.45
C 0.26 -1.59 -0.04
O 4.56 0.25 0.10
C 3.41 0.60 0.02
H 2.10 -1.47 -1.43
H -0.31 -1.94 -0.92
H 0.26 -2.40 0.69
```

---

(2)
Molecular formula: C9H17NOS
Method: DFT, ωB97M-V/def2-TZVPD

Summary:
LUMO level: 0.023 hartree
Energy relative to the best compared isomer or geometry (same formula, charge and spin): 377.1 kJ/mol
Gap between HOMO and LUMO: 8.794 eV
E_HOMO: -8.163 eV

XYZ file:
```
29
C9H17NOS, DFT ωB97M-V/def2-TZVPD
C -1.68 1.47 -0.54
C -2.17 -0.48 0.91
C -2.07 -1.93 0.49
C -0.09 -0.37 -0.33
C 0.06 -0.18 -2.49
C 1.40 1.71 0.09
C 2.33 -0.56 -0.10
C 1.00 -0.06 1.87
C 1.21 0.25 0.38
N -1.27 0.29 0.04
O -2.72 2.04 -0.24
S -0.41 -2.10 -0.19
H -0.94 1.71 -1.36
H -3.33 -0.18 0.90
H -1.80 -0.32 1.89
H -2.04 -2.57 1.54
H -2.86 -2.16 -0.25
H -0.91 -0.50 -2.80
H 0.88 -0.79 -2.91
H 0.37 0.82 -2.62
H 0.77 2.45 0.75
H 1.11 2.07 -0.86
H 2.35 2.00 0.19
H 2.65 -0.40 -1.18
H 3.17 -0.38 0.68
H 2.09 -1.66 -0.17
H 0.24 0.57 2.28
H 2.01 0.32 2.22
H 0.68 -1.05 1.81
```

---

(3)
Molecular formula: C2H3OS2
Method: DFT, ωB97M-V/def2-TZVPD

Summary:
LUMO level: 0.131 hartree
Total charge: -1
Energy relative to the best compared isomer or geometry (same formula, charge and spin): 44.1 kJ/mol
Gap between HOMO and LUMO: 6.959 eV
SMILES: CSC([O-])=S
E_HOMO: -3.400 eV

XYZ file:
```
8
C2H3OS2, DFT ωB97M-V/def2-TZVPD
C -1.57 -0.35 -0.01
C 1.30 0.24 -0.03
O -1.14 -1.47 -0.19
S -3.20 0.04 -0.04
S -0.32 1.09 0.17
H 1.41 -0.54 0.68
H 1.83 1.01 0.48
H 1.70 -0.03 -1.06
```

---

(4)
Molecular formula: C11H17NP
Method: DFT, ωB97M-V/def2-TZVPD

Summary:
LUMO level (spin up / spin down): -0.157 / -0.157 hartree
Total charge: +1
Energy relative to the best compared isomer or geometry (same formula, charge and spin): 51.3 kJ/mol
Gap between HOMO and LUMO (spin up / spin down): 8.005 / 8.006 eV
SMILES: C=P[N+]1=CC(C)(C)C2=C1CCCC2
E_HOMO (spin up / spin down): -12.268 / -12.268 eV

XYZ file:
```
30
C11H17NP, DFT ωB97M-V/def2-TZVPD
C -1.22 -1.42 0.12
C 0.70 -0.16 -0.03
C -0.54 0.67 0.04
C -3.92 0.41 -1.07
C 1.98 0.45 -0.16
C -0.53 2.17 0.13
C 1.89 1.97 -0.42
C 0.83 2.70 0.40
C 0.27 -1.54 0.16
C 0.82 -2.57 -0.85
C 0.52 -2.03 1.57
N -1.61 -0.17 0.13
P -3.20 0.53 0.46
H -1.95 -2.29 0.26
H -4.95 0.63 -1.12
H -3.26 -0.11 -1.81
H 2.68 0.10 0.55
H 2.52 0.06 -1.08
H -1.09 2.70 -0.81
H -1.30 2.45 0.81
H 2.84 2.23 -0.12
H 1.79 2.09 -1.49
H 0.93 3.70 0.19
H 1.00 2.47 1.40
H 0.69 -2.25 -1.85
H 0.51 -3.55 -0.71
H 1.81 -2.63 -0.57
H 1.54 -1.97 1.91
H 0.19 -3.12 1.64
H 0.06 -1.52 2.30
```

---

(5)
Molecular formula: C28H18Br2N7Zn
Method: DFT, ωB97M-V/def2-TZVPD

Summary:
LUMO level: -0.141 hartree
Total charge: +1
Energy relative to the best compared isomer or geometry (same formula, charge and spin): 0.0 kJ/mol
Gap between HOMO and LUMO: 6.659 eV
E_HOMO: -10.501 eV

XYZ file:
```
56
C28H18Br2N7Zn, DFT ωB97M-V/def2-TZVPD
Zn 0.04 0.09 -0.02
C 4.23 -0.57 -1.26
C 4.54 -1.87 -0.86
C 3.58 -2.59 -0.20
C 2.32 -2.02 0.07
N 2.02 -0.76 -0.34
C 2.97 -0.08 -0.97
N 1.49 -2.82 0.77
C 0.28 -2.59 1.12
N -0.52 -1.51 0.87
C -1.73 -1.69 1.48
N -2.75 -0.91 1.53
C -2.89 0.32 1.00
C -4.16 0.89 1.19
C -4.43 2.16 0.74
C -3.41 2.85 0.11
C -2.19 2.24 -0.05
N -1.90 1.00 0.37
C -1.72 -2.98 2.18
C -2.67 -3.62 2.95
C -2.32 -4.85 3.52
C -1.06 -5.41 3.29
C -0.12 -4.77 2.50
C -0.46 -3.54 1.95
H 4.95 0.03 -1.79
H 5.50 -2.29 -1.08
H 3.75 -3.59 0.15
H 2.73 0.93 -1.27
H -4.90 0.29 1.71
H -5.40 2.60 0.88
H -3.57 3.85 -0.26
H -1.39 2.78 -0.53
H -3.64 -3.18 3.10
H -3.03 -5.37 4.14
H -0.82 -6.36 3.74
H 0.85 -5.20 2.30
Br 2.81 6.20 0.17
C 2.04 4.48 0.18
C 1.94 3.77 1.38
C 1.36 2.51 1.33
N 0.92 1.95 0.21
C 1.01 2.63 -0.94
C 1.57 3.90 -0.99
C 0.49 1.94 -2.15
C 0.51 2.51 -3.42
C 0.00 1.79 -4.50
Br 0.02 2.53 -6.23
C -0.53 0.52 -4.28
C -0.52 0.04 -2.98
N -0.03 0.72 -1.96
H 2.29 4.18 2.31
H 1.26 1.91 2.22
H 1.65 4.45 -1.92
H 0.92 3.49 -3.60
H -0.94 -0.06 -5.09
H -0.92 -0.94 -2.76
```

---

(6)
Molecular formula: C4H6FN
Method: DFT, ωB97M-V/def2-TZVPD

Summary:
LUMO level: 0.033 hartree
Energy relative to the best compared isomer or geometry (same formula, charge and spin): 36.0 kJ/mol
Gap between HOMO and LUMO: 12.211 eV
SMILES: C[C@@H](F)CC#N
E_HOMO: -11.320 eV

XYZ file:
```
12
C4H6FN, DFT ωB97M-V/def2-TZVPD
C -1.19 -0.41 1.02
C -0.29 0.67 0.57
C 0.87 -0.05 -0.26
C 0.37 -0.64 -1.48
H -1.67 0.04 1.93
H -1.88 -0.71 0.21
H -0.56 -1.33 1.31
H -0.79 1.50 0.23
H 1.56 0.75 -0.49
H 1.43 -0.72 0.34
N 0.01 -0.99 -2.54
F 0.37 1.11 1.69
```

---

(7)
Molecular formula: C5H12OS
Method: DFT, ωB97M-V/def2-TZVPD

Summary:
LUMO level: 0.019 hartree
Energy relative to the best compared isomer or geometry (same formula, charge and spin): 282.7 kJ/mol
Gap between HOMO and LUMO: 9.242 eV
SMILES: C[C@H](O)CCCS
E_HOMO: -8.715 eV

XYZ file:
```
19
C5H12OS, DFT ωB97M-V/def2-TZVPD
C -1.29 -0.90 1.14
C -1.35 -0.23 -0.16
C -0.45 1.00 -0.27
C 0.89 1.28 0.27
C 2.16 0.43 -0.30
H -1.55 -0.31 2.03
H -0.35 -1.43 1.29
H -1.84 -1.88 0.90
H -2.51 0.03 -0.19
H -1.98 -1.76 -1.32
H -0.30 0.99 -1.49
H -1.03 1.92 -0.07
H 0.85 1.33 1.40
H 1.13 2.33 0.07
H 2.26 0.66 -1.48
H 3.20 0.90 0.10
H 1.14 -1.81 -0.90
O -1.06 -1.13 -1.11
S 2.08 -1.43 0.10
```

---

(8)
Molecular formula: CHgNO5S2
Method: DFT, ωB97M-V/def2-TZVPD

Summary:
LUMO level (spin up / spin down): 0.073 / 0.063 hartree
Total charge: -1
Energy relative to the best compared isomer or geometry (same formula, charge and spin): 0.0 kJ/mol
Gap between HOMO and LUMO (spin up / spin down): 6.288 / 6.019 eV
E_HOMO (spin up / spin down): -4.303 / -4.312 eV

XYZ file:
```
10
CHgNO5S2, DFT ωB97M-V/def2-TZVPD
O -1.87 -1.77 0.12
C -2.08 -0.51 -0.12
O -3.19 0.02 -0.19
Hg 0.05 -1.43 0.20
N 1.72 -1.82 -1.24
S 2.71 -2.11 0.05
O 1.64 -1.94 1.22
S 2.04 -1.14 -2.63
O -0.90 0.15 -0.39
O 0.84 -1.25 -3.52
```